Entry 1:
{
  "formula": "C52H44CsN4S4",
  "method": "ωB97M-V with the def2-TZVPD basis set",
  "species": ["Cs", "C", "C", "S", "C", "C", "S", "C", "C", "S", "C", "C", "S", "H", "H", "H", "H", "H", "H", "H", "H", "H", "H", "H", "H", "H", "H", "H", "H", "C", "C", "C", "C", "C", "C", "C", "C", "C", "C", "C", "N", "C", "C", "C", "C", "C", "C", "C", "C", "C", "C", "C", "C", "C", "N", "C", "C", "C", "C", "C", "C", "C", "C", "C", "C", "C", "C", "N", "C", "C", "N", "C", "C", "C", "C", "C", "C", "H", "H", "H", "H", "H", "H", "H", "H", "H", "H", "H", "H", "H", "H", "H", "H", "H", "H", "H", "H", "H", "H", "H", "H", "H", "H", "H", "H"],
  "coordinates": [[0.328, -0.005, -0.188], [3.107, 0.710, 3.169], [3.819, 1.657, 2.216], [2.740, 2.620, 1.113], [1.879, 3.683, 2.323], [0.369, 3.731, 2.098], [-0.468, 2.141, 2.255], [-0.654, 1.974, 4.051], [-1.445, 0.701, 4.321], [-0.783, -0.793, 3.516], [0.733, -1.012, 4.506], [1.846, -1.698, 3.728], [2.529, -0.784, 2.315], [2.246, 1.209, 3.614], [3.786, 0.404, 3.970], [4.480, 1.107, 1.544], [4.439, 2.360, 2.776], [2.291, 4.691, 2.242], [2.111, 3.310, 3.322], [0.148, 4.044, 1.076], [-0.094, 4.460, 2.767], [-1.197, 2.841, 4.434], [0.327, 1.947, 4.533], [-2.450, 0.800, 3.906], [-1.538, 0.512, 5.391], [0.484, -1.616, 5.382], [1.052, -0.033, 4.860], [1.490, -2.634, 3.291], [2.668, -1.945, 4.405], [-0.631, 6.855, -3.697], [-0.945, 5.861, -4.615], [-0.960, 4.530, -4.224], [-0.660, 4.162, -2.913], [-0.345, 5.169, -2.005], [-0.331, 6.503, -2.389], [-0.666, 2.721, -2.516], [0.392, 1.948, -3.027], [1.511, 2.451, -3.815], [2.380, 1.422, -3.954], [1.803, 0.288, -3.233], [0.598, 0.638, -2.754], [2.462, -0.950, -3.002], [1.982, -2.034, -2.249], [2.821, -3.140, -1.777], [2.047, -3.898, -0.976], [0.720, -3.269, -0.954], [-0.360, -3.717, -0.162], [-0.225, -5.052, 0.478], [-0.420, -5.207, 1.853], [-0.293, -6.446, 2.462], [0.034, -7.565, 1.709], [0.225, -7.430, 0.339], [0.093, -6.190, -0.266], [-1.551, -3.002, 0.120], [-1.747, -1.693, -0.101], [-2.996, -1.364, 0.303], [-3.560, -0.082, 0.247], [-4.835, 0.118, 0.990], [-5.973, 0.624, 0.360], [-7.155, 0.816, 1.060], [-7.227, 0.505, 2.411], [-6.106, -0.006, 3.052], [-4.927, -0.197, 2.348], [-3.019, 1.048, -0.426], [-3.545, 2.404, -0.352], [-2.744, 3.177, -1.125], [-1.712, 2.302, -1.660], [-1.932, 1.038, -1.221], [-3.664, -2.575, 0.788], [-2.774, -3.583, 0.678], [0.730, -2.182, -1.750], [3.838, -1.090, -3.564], [4.114, -2.071, -4.520], [5.389, -2.224, -5.039], [6.419, -1.393, -4.612], [6.160, -0.414, -3.664], [4.879, -0.265, -3.146], [-0.619, 7.895, -3.997], [-1.183, 6.121, -5.639], [-1.204, 3.750, -4.935], [-0.103, 4.900, -0.985], [-0.079, 7.268, -1.665], [1.629, 3.453, -4.197], [3.318, 1.438, -4.487], [3.868, -3.277, -2.001], [2.347, -4.771, -0.416], [-0.678, -4.333, 2.441], [-0.447, -6.539, 3.531], [0.134, -8.535, 2.181], [0.470, -8.298, -0.261], [0.232, -6.088, -1.336], [-5.925, 0.855, -0.697], [-8.026, 1.203, 0.545], [-8.149, 0.656, 2.960], [-6.150, -0.256, 4.105], [-4.051, -0.602, 2.843], [-4.397, 2.741, 0.219], [-2.848, 4.236, -1.308], [-4.687, -2.643, 1.123], [-2.936, -4.625, 0.910], [3.300, -2.709, -4.840], [5.587, -2.989, -5.780], [7.419, -1.508, -5.013], [6.961, 0.231, -3.326], [4.679, 0.497, -2.403]],
  "forces_ev_per_angstrom": [[1.2, 0.6, 1.4], [-0.1, -0.3, 0.0], [0.0, 0.2, -0.1], [0.0, 0.0, 0.1], [0.1, 0.0, -0.1], [0.0, -0.1, 0.0], [-0.1, 0.2, 0.2], [0.1, 0.1, -0.2], [0.0, -0.2, -0.1], [0.1, 0.0, 0.1], [-0.3, 0.0, -0.1], [0.1, 0.0, -0.2], [0.1, 0.0, 0.3], [0.0, 0.0, 0.0], [0.0, 0.1, 0.0], [0.0, 0.0, 0.0], [0.0, 0.0, 0.0], [0.0, 0.0, 0.0], [0.0, 0.0, 0.0], [0.0, 0.0, 0.0], [0.0, 0.0, 0.0], [0.0, 0.0, 0.1], [0.0, 0.0, 0.0], [0.0, 0.0, 0.0], [0.0, 0.1, 0.0], [0.1, 0.0, 0.0], [0.1, 0.0, 0.0], [0.0, 0.0, 0.0], [0.0, 0.0, 0.0], [0.0, 0.0, 0.0], [0.0, 0.0, 0.0], [0.0, 0.0, 0.0], [0.0, 0.0, 0.0], [0.0, 0.1, 0.0], [0.0, 0.0, 0.0], [0.0, 0.0, 0.0], [0.1, -0.3, -0.1], [0.0, 0.1, 0.0], [0.0, 0.0, 0.0], [0.0, 0.1, -0.3], [-0.1, 0.0, -0.5], [-0.1, 0.2, -0.1], [-0.1, -0.4, 0.1], [0.1, 0.1, -0.1], [-0.1, -0.1, 0.1], [0.2, -0.1, -0.2], [-0.1, 0.0, 0.1], [0.0, 0.0, 0.0], [0.0, 0.0, 0.0], [0.0, 0.0, 0.0], [0.0, 0.0, 0.0], [0.0, 0.0, 0.0], [0.0, 0.0, 0.0], [-0.2, 0.0, -0.1], [-0.4, -0.2, -0.2], [0.1, -0.4, 0.0], [0.1, 0.1, 0.0], [0.0, 0.0, 0.0], [-0.1, 0.0, 0.0], [0.0, 0.0, 0.0], [0.0, 0.0, 0.0], [0.0, 0.0, 0.0], [0.0, 0.0, -0.1], [0.0, 0.1, -0.1], [-0.1, 0.1, 0.0], [0.0, 0.1, 0.0], [-0.2, -0.1, 0.0], [-0.4, 0.1, -0.3], [-0.1, 0.2, 0.1], [0.1, -0.1, 0.0], [-0.1, -0.2, -0.3], [0.0, -0.1, 0.0], [-0.1, 0.1, 0.1], [0.1, 0.0, 0.0], [0.0, -0.1, 0.0], [0.0, 0.0, 0.0], [0.1, 0.0, 0.0], [0.0, 0.0, 0.0], [0.0, 0.0, 0.0], [0.0, 0.0, 0.0], [0.0, 0.0, 0.0], [0.0, 0.0, 0.0], [0.0, 0.0, 0.0], [0.0, 0.0, 0.0], [0.0, 0.0, 0.0], [0.0, 0.0, 0.0], [0.0, 0.0, 0.0], [0.0, 0.0, 0.0], [0.0, 0.0, 0.0], [0.0, 0.0, 0.0], [0.0, 0.0, 0.0], [0.0, 0.0, 0.0], [0.0, 0.0, 0.0], [0.0, 0.0, 0.0], [0.0, 0.0, 0.0], [0.0, 0.0, 0.0], [0.0, 0.0, 0.0], [0.0, 0.0, 0.0], [0.0, 0.0, 0.0], [0.0, 0.0, 0.0], [0.0, 0.0, 0.0], [0.0, 0.0, 0.0], [0.0, 0.0, 0.0], [0.0, 0.0, 0.0], [0.0, 0.0, 0.0]],
  "lowdin_charge": [1.2536, -0.5378, -0.5462, 0.8324, -0.5222, -0.5257, 0.7925, -0.5236, -0.5393, 0.8406, -0.5232, -0.5315, 0.7953, 0.0324, 0.0855, 0.0677, 0.0748, 0.0695, 0.0645, 0.0491, 0.0807, 0.0817, 0.0567, 0.0555, 0.0794, 0.0759, 0.0525, 0.0656, 0.0751, -0.1098, -0.0901, -0.0323, -0.2070, -0.0346, -0.0899, -0.0731, -0.2739, -0.0168, -0.0220, -0.2750, -0.0650, -0.0787, -0.2924, -0.0164, -0.0237, -0.2886, -0.0715, -0.1967, -0.0430, -0.0927, -0.1120, -0.0925, -0.0408, -0.2672, -0.0529, -0.2632, -0.0619, -0.1893, -0.0401, -0.0914, -0.1110, -0.0908, -0.0429, -0.2772, -0.0342, -0.0241, -0.2770, -0.0442, -0.0210, -0.0226, -0.0384, -0.2065, -0.0340, -0.0924, -0.1116, -0.0918, -0.0413, 0.0914, 0.0957, 0.1230, 0.1003, 0.0953, 0.0989, 0.0968, 0.1014, 0.0986, 0.1107, 0.0950, 0.0904, 0.0954, 0.1197, 0.1201, 0.0958, 0.0908, 0.0957, 0.1023, 0.0963, 0.0977, 0.1008, 0.1012, 0.1213, 0.0950, 0.0907, 0.0951, 0.1192],
  "max_force_ev_per_a": 1.96,
  "e_above_lowest_kcal_mol": 0.0,
  "charge": -1,
  "homo_energy_ev": -3.16,
  "gap_ev": 4.70,
  "lumo_ev": 1.5
}

Entry 2:
{
  "formula": "C52H44IrN3O3S4Se",
  "method": "ωB97M-V with the def2-TZVPD basis set",
  "species": ["Ir", "S", "C", "C", "C", "C", "C", "C", "N", "C", "C", "C", "C", "C", "C", "C", "C", "N", "C", "C", "C", "C", "C", "S", "C", "H", "H", "H", "H", "H", "H", "H", "H", "H", "H", "H", "H", "C", "C", "C", "C", "C", "C", "C", "O", "C", "C", "C", "H", "H", "H", "H", "H", "H", "H", "H", "H", "H", "H", "H", "C", "C", "C", "C", "C", "C", "Se", "C", "C", "C", "H", "H", "H", "H", "H", "H", "H", "H", "H", "H", "H", "C", "C", "C", "C", "C", "C", "H", "H", "H", "H", "H", "O", "S", "O", "N", "C", "S", "C", "C", "C", "C", "C", "C", "H", "H", "H", "H"],
  "coordinates": [[-1.672, 0.049, 0.751], [-0.489, 1.531, 6.164], [-0.413, 2.344, 7.662], [-0.576, 3.687, 7.514], [-0.765, 4.064, 6.160], [-0.742, 2.998, 5.303], [-0.900, 3.014, 3.843], [-1.105, 1.801, 3.159], [-1.267, 1.736, 1.853], [-1.138, 2.872, 1.118], [-0.975, 4.127, 1.704], [-0.860, 5.268, 0.841], [-0.837, 5.122, -0.504], [-0.887, 3.825, -1.115], [-0.762, 3.586, -2.496], [-0.679, 2.297, -2.963], [-0.738, 1.241, -2.020], [-0.986, 1.444, -0.746], [-1.037, 2.714, -0.294], [-0.512, 1.961, -4.379], [-0.404, 0.715, -4.937], [-0.232, 0.760, -6.344], [-0.214, 2.031, -6.829], [-0.395, 3.183, -5.583], [-0.873, 4.176, 3.102], [-0.253, 1.792, 8.573], [-0.564, 4.381, 8.341], [-0.922, 5.084, 5.842], [-1.173, 0.860, 3.686], [-0.766, 6.249, 1.288], [-0.729, 5.987, -1.146], [-0.687, 4.432, -3.169], [-0.600, 0.214, -2.321], [-0.423, -0.205, -4.371], [-0.117, -0.117, -6.964], [-0.089, 2.346, -7.852], [-0.723, 5.135, 3.582], [0.984, -6.800, 2.384], [0.949, -5.299, 2.383], [0.754, -4.591, 3.565], [0.737, -3.206, 3.579], [0.431, -2.486, 4.866], [0.901, -2.520, 2.361], [0.787, -1.076, 2.376], [0.343, -0.384, 1.466], [1.106, -3.212, 1.150], [1.347, -2.507, -0.147], [1.131, -4.597, 1.196], [0.578, -7.208, 3.309], [2.010, -7.161, 2.281], [0.411, -7.203, 1.548], [0.598, -5.131, 4.492], [0.402, -3.195, 5.692], [-0.547, -1.999, 4.812], [1.176, -1.728, 5.111], [1.121, -0.557, 3.289], [2.110, -1.729, -0.069], [0.464, -1.974, -0.490], [1.638, -3.221, -0.916], [1.293, -5.146, 0.276], [7.001, 1.946, -4.934], [5.871, 1.764, -3.955], [5.787, 0.642, -3.145], [4.750, 0.464, -2.232], [4.733, -0.791, -1.407], [3.736, 1.433, -2.111], [2.287, 1.143, -0.892], [3.828, 2.582, -2.917], [2.814, 3.690, -2.854], [4.880, 2.723, -3.817], [7.666, 1.081, -4.930], [7.602, 2.827, -4.694], [6.632, 2.076, -5.954], [6.554, -0.123, -3.223], [5.672, -1.336, -1.519], [3.910, -1.444, -1.713], [4.564, -0.567, -0.353], [2.265, 3.661, -1.914], [2.091, 3.595, -3.668], [3.304, 4.661, -2.965], [4.924, 3.623, -4.426], [-3.314, -2.924, 4.251], [-3.509, -1.555, 4.351], [-3.059, -0.712, 3.340], [-2.395, -1.190, 2.203], [-2.250, -2.580, 2.114], [-2.688, -3.430, 3.120], [-3.657, -3.590, 5.033], [-4.022, -1.137, 5.210], [-3.282, 0.346, 3.434], [-1.751, -3.018, 1.258], [-2.534, -4.498, 3.017], [-0.809, -2.021, -2.660], [-1.910, -2.492, -1.879], [-1.837, -3.776, -1.261], [-2.343, -1.333, -0.738], [-3.473, -0.739, -1.048], [-3.797, 0.518, 0.028], [-4.148, -1.243, -2.254], [-5.330, -0.835, -2.847], [-5.735, -1.492, -4.001], [-4.977, -2.527, -4.542], [-3.787, -2.936, -3.946], [-3.403, -2.271, -2.803], [-5.916, -0.032, -2.420], [-6.653, -1.198, -4.491], [-5.316, -3.018, -5.444], [-3.192, -3.735, -4.366]],
  "forces_ev_per_angstrom": [[0.8, 0.0, -0.3], [0.0, -0.1, 0.0], [0.0, 0.0, 0.0], [0.0, 0.0, 0.0], [0.0, -0.1, 0.0], [0.0, 0.2, 0.0], [0.0, -0.1, 0.1], [-0.1, 0.1, -0.1], [-0.2, -0.1, 0.3], [0.1, -0.1, -0.2], [0.0, 0.0, 0.1], [0.0, 0.0, 0.0], [0.0, 0.0, 0.0], [0.0, -0.1, -0.1], [0.0, 0.0, 0.1], [0.0, 0.0, -0.1], [0.2, 0.0, 0.2], [-0.4, 0.0, -0.3], [0.1, 0.1, 0.2], [0.1, -0.1, 0.1], [0.0, 0.1, 0.0], [0.0, 0.0, 0.0], [0.0, -0.1, 0.0], [0.0, 0.1, -0.1], [0.0, 0.1, -0.1], [0.0, 0.0, 0.0], [0.0, 0.0, 0.0], [0.0, 0.0, 0.0], [0.0, 0.0, 0.0], [0.0, 0.0, 0.0], [0.0, 0.0, 0.0], [0.0, 0.0, 0.0], [-0.1, 0.0, -0.1], [0.0, 0.0, 0.0], [0.0, 0.0, 0.0], [0.0, 0.0, 0.0], [0.0, 0.0, 0.0], [0.0, 0.0, 0.0], [0.0, 0.0, 0.0], [0.0, 0.0, 0.0], [0.0, 0.0, 0.0], [0.0, 0.0, 0.0], [0.0, 0.0, 0.0], [0.0, -0.1, 0.0], [-0.1, 0.1, 0.1], [0.0, -0.1, 0.1], [0.0, 0.1, 0.0], [0.0, 0.0, 0.0], [0.0, 0.0, 0.0], [0.0, 0.0, 0.0], [0.0, 0.0, 0.0], [0.0, 0.0, 0.0], [0.0, 0.0, 0.0], [0.0, 0.0, 0.0], [0.0, 0.0, 0.0], [0.1, 0.0, 0.0], [0.0, 0.0, 0.0], [0.0, 0.0, 0.0], [0.0, 0.0, 0.0], [0.0, 0.0, 0.0], [0.0, 0.0, 0.0], [0.0, 0.0, 0.0], [0.0, 0.0, 0.1], [0.0, 0.0, -0.1], [0.0, -0.1, 0.0], [0.1, -0.1, 0.0], [-0.1, 0.1, -0.1], [0.1, 0.0, 0.0], [-0.1, 0.1, 0.0], [0.0, 0.0, 0.0], [0.0, 0.0, 0.0], [0.0, 0.0, 0.0], [0.0, 0.0, 0.0], [0.0, 0.0, 0.0], [0.0, 0.0, 0.0], [0.0, 0.0, 0.0], [0.0, 0.0, 0.0], [0.0, 0.0, 0.0], [-0.1, 0.0, 0.0], [0.0, 0.0, 0.0], [0.0, 0.0, 0.0], [0.0, 0.0, 0.0], [0.0, 0.0, 0.0], [-0.2, 0.0, 0.0], [-0.2, 0.1, 0.3], [0.2, 0.1, 0.0], [-0.1, 0.0, 0.0], [0.0, 0.0, 0.0], [0.0, 0.0, 0.0], [0.0, 0.0, 0.0], [0.0, 0.0, 0.0], [0.0, 0.0, 0.0], [0.1, 0.0, 0.0], [-0.1, 0.1, 0.1], [0.0, -0.1, 0.0], [0.3, 0.1, 0.0], [-0.1, 0.0, 0.0], [-0.4, 0.1, -0.1], [-0.1, 0.0, 0.2], [0.0, 0.0, 0.0], [0.0, 0.0, 0.0], [0.0, 0.0, 0.0], [-0.1, 0.0, 0.0], [0.0, -0.1, -0.1], [0.0, 0.0, 0.0], [0.0, 0.0, 0.0], [0.0, 0.0, 0.0], [0.0, 0.0, 0.0]],
  "lowdin_charge": [1.1377, 1.0620, -0.4062, -0.1761, -0.1155, -0.4779, -0.1708, -0.0675, -0.0236, -0.1267, -0.1150, -0.0070, 0.0053, -0.1224, 0.0306, -0.1883, -0.1034, -0.0546, -0.1874, -0.4766, -0.0934, -0.1712, -0.4100, 1.0519, 0.0731, 0.0684, 0.1052, 0.1098, 0.0765, 0.1172, 0.1217, 0.1116, 0.0839, 0.0966, 0.1042, 0.0655, 0.1273, -0.0424, -0.2438, -0.0081, -0.2033, -0.0294, -0.1186, -0.1388, -0.1401, -0.1748, -0.0347, 0.0084, 0.0753, 0.0878, 0.0828, 0.1175, 0.0822, 0.0736, 0.0795, 0.1378, 0.0405, 0.0405, 0.0936, 0.1259, -0.0685, -0.2944, -0.0365, -0.3171, -0.1165, -0.5741, 0.6236, -0.3082, -0.0946, -0.0394, 0.0661, 0.0731, 0.0721, 0.1045, 0.0666, 0.0625, 0.0464, 0.0124, 0.0578, 0.0742, 0.1130, -0.1057, -0.1033, -0.1571, -0.3323, -0.1200, -0.0901, 0.0983, 0.1000, 0.0852, 0.0783, 0.1053, -0.2710, 0.6703, -0.2519, -0.2328, -0.7191, 0.8002, -0.1964, 0.0011, -0.0501, -0.0489, -0.0163, -0.2066, 0.1220, 0.1112, 0.1120, 0.1281],
  "max_force_ev_per_a": 0.86,
  "e_above_lowest_kcal_mol": 44.5,
  "charge": 0,
  "homo_energy_ev": -5.22,
  "gap_ev": 4.17,
  "lumo_ev": -1.0
}